<w>
ORCA calculation (wB97M-V/def2-TZVPD) on a 4-piece molecular cluster, C2H13NO4 overall.

Last column: natural (NBO) charge in e.
CARTESIAN COORDINATES (ANGSTROEM)
1 O -3.685 -0.070 -4.425  -0.929
2 O 0.954 -0.942 1.631  -0.728
3 O 0.957 -2.096 -1.122  -0.969
4 O -1.878 -1.029 -0.583  -0.965
5 N 0.655 1.455 2.022  -0.639
6 C 0.422 0.315 1.164  0.055
7 C 1.952 2.139 1.848  -0.418
8 H 2.805 1.470 2.075  0.176
9 H 1.905 -2.371 -0.640  0.501
10 H 1.130 -1.887 -2.024  0.473
11 H 2.036 2.554 0.815  0.195
12 H -0.709 0.283 0.948  0.185
13 H 1.949 2.997 2.456  0.201
14 H 0.403 -0.993 2.450  0.453
15 H -3.707 -1.010 -4.354  0.463
16 H 0.989 0.420 0.282  0.171
17 H 0.472 1.185 2.931  0.345
18 H -1.748 -1.189 -1.598  0.462
19 H -0.952 -1.450 -0.298  0.500
20 H -3.950 0.220 -3.579  0.467

LUMO level   0.013 Eh
SMILES   CNCO.O.O.O
Kohn-Sham gap   0.3454 Eh

***

<x>
ORCA calculation (wB97M-V/def2-TZVPD) on a 5-piece molecular cluster, C2H13NO4 overall.

Last column: natural (NBO) charge in e.
CARTESIAN COORDINATES (ANGSTROEM)
1 O 0.110 -1.438 -3.345  -0.961
2 O -2.244 -1.296 -1.341  -0.966
3 O -2.504 -0.395 1.236  -1.000
4 O -0.460 1.162 2.069  -1.025
5 N 1.309 0.469 0.273  -0.451
6 C 1.769 0.793 -0.927  -0.021
7 C 2.293 0.287 1.396  -0.491
8 H 1.889 -0.527 2.085  0.231
9 H -0.469 -1.409 -2.590  0.493
10 H -0.505 -1.125 -4.099  0.465
11 H 3.310 0.216 0.945  0.194
12 H -3.122 -1.075 -1.355  0.460
13 H -3.359 -0.437 1.785  0.466
14 H -2.013 0.330 1.749  0.516
15 H -2.125 -1.240 -0.400  0.499
16 H 0.379 0.827 1.557  0.513
17 H -0.750 2.134 1.891  0.483
18 H 2.564 1.152 1.947  0.224
19 H 1.094 1.041 -1.782  0.214
20 H 2.835 0.531 -1.094  0.157

LUMO level   0.022 Eh
SMILES   C=NC.O.O.O.O
Kohn-Sham gap   0.3888 Eh

***

<w> comes first in stability; the runner-up is 0.389 eV higher.

***

<w>
ORCA calculation (wB97M-V/def2-TZVPD) on an isolated molecule of C3H5NO3S.

Last column: natural (NBO) charge in e.
CARTESIAN COORDINATES (ANGSTROEM)
1 S -3.674 -0.408 0.006  -0.031
2 O -1.091 -1.554 -0.165  -0.703
3 O 3.109 -1.034 0.091  -0.532
4 O 0.135 0.888 -0.593  -0.385
5 N 1.070 -0.215 -0.297  -0.402
6 C 2.363 0.009 0.216  0.513
7 C -1.092 0.900 0.179  -0.160
8 C -2.003 -0.432 -0.046  0.202
9 H 2.440 1.113 0.657  0.177
10 H -0.075 -1.129 -0.107  0.475
11 H 1.171 -0.739 -1.104  0.408
12 H -0.714 0.787 1.213  0.197
13 H -1.640 1.814 -0.051  0.242

LUMO level   -0.006 Eh
SMILES   O=CNOCC(O)=S
Kohn-Sham gap   0.3271 Eh

***

<x>
ORCA calculation (wB97M-V/def2-TZVPD) on an isolated molecule of C3H5NO3S.

Last column: natural (NBO) charge in e.
CARTESIAN COORDINATES (ANGSTROEM)
1 S -3.003 -0.219 0.029  0.044
2 O 3.922 0.138 -0.134  -0.543
3 O -1.110 1.372 -0.131  -0.648
4 O 0.529 -0.495 0.845  -0.376
5 N 1.615 0.435 0.264  -0.394
6 C 2.723 -0.290 -0.227  0.507
7 C -1.502 0.119 -0.218  0.142
8 C -0.213 -0.843 -0.383  -0.197
9 H 2.375 -1.212 -0.946  0.130
10 H -0.150 1.449 -0.824  0.489
11 H -0.486 -1.845 0.109  0.239
12 H 0.389 -0.995 -1.314  0.221
13 H 1.833 1.012 0.986  0.385

LUMO level   -0.001 Eh
SMILES   O=CNOCC(O)=S
Kohn-Sham gap   0.3349 Eh

***

<y>
ORCA calculation (wB97M-V/def2-TZVPD) on an isolated molecule of C3H5NO3S.

Last column: natural (NBO) charge in e.
CARTESIAN COORDINATES (ANGSTROEM)
1 S 2.134 -0.312 -1.625  2.192
2 O 0.421 -0.678 0.232  -0.476
3 O 3.406 0.379 -1.604  -0.896
4 O 1.959 -1.235 -2.721  -0.921
5 N 0.825 0.754 -1.513  -0.736
6 C 1.632 -1.234 -0.064  -0.311
7 C 0.014 0.324 -0.535  0.622
8 C -1.303 0.857 0.002  -0.672
9 H 2.119 -0.914 0.889  0.228
10 H -2.112 0.174 -0.399  0.257
11 H 1.613 -2.218 -0.298  0.220
12 H -1.270 0.740 1.100  0.247
13 H -1.277 1.861 -0.313  0.247

LUMO level   0.017 Eh
SMILES   CC1=NS(=O)(=O)CO1
Kohn-Sham gap   0.4058 Eh

***

<y> comes first in stability; the runner-up is 2.442 eV higher.

***

<w>
ORCA calculation (wB97M-V/def2-TZVPD) on an isolated molecule of C5H9ClN2.

Last column: natural (NBO) charge in e.
CARTESIAN COORDINATES (ANGSTROEM)
1 Cl 0.053 0.517 3.111  0.020
2 N 0.679 0.858 0.681  -0.250
3 N -0.802 -1.158 -0.625  -0.532
4 C -1.671 -2.185 -1.229  -0.408
5 C 1.382 1.956 1.194  -0.420
6 C 0.740 0.625 -0.671  -0.238
7 C 0.102 -0.009 1.514  -0.078
8 C -0.191 -0.254 -1.284  0.049
9 H -1.129 -3.075 -1.303  0.192
10 H -0.352 -0.844 1.092  0.285
11 H 1.991 2.407 0.417  0.223
12 H 1.917 1.440 2.014  0.230
13 H 0.712 2.793 1.545  0.222
14 H -2.418 -2.362 -0.589  0.192
15 H 0.043 -0.210 -2.354  0.161
16 H -2.083 -1.985 -2.277  0.165
17 H 1.029 1.487 -1.237  0.186

LUMO level   0.025 Eh
Kohn-Sham gap   0.2828 Eh

***

<x>
ORCA calculation (wB97M-V/def2-TZVPD) on an isolated molecule of C5H9ClN2.

Last column: natural (NBO) charge in e.
CARTESIAN COORDINATES (ANGSTROEM)
1 Cl 3.049 -0.211 -0.587  -0.029
2 N -0.845 -0.591 -0.612  -0.475
3 N 0.539 0.853 0.668  -0.629
4 C 1.427 -0.440 -1.218  -0.075
5 C -2.057 -0.116 0.021  -0.444
6 C 1.263 -0.935 -2.431  -0.345
7 C 0.279 -0.069 -0.321  0.382
8 C 0.016 0.688 2.017  -0.406
9 H 2.089 -1.208 -3.050  0.211
10 H 0.253 -1.061 -2.814  0.238
11 H -0.945 1.119 2.130  0.195
12 H 1.502 1.193 0.670  0.398
13 H -2.898 -0.379 -0.637  0.203
14 H -2.278 -0.598 0.975  0.195
15 H -0.045 -0.368 2.316  0.192
16 H -2.041 0.956 0.155  0.183
17 H 0.695 1.167 2.718  0.207

LUMO level   0.027 Eh
SMILES   C=C(Cl)/C(=N/C)NC
Kohn-Sham gap   0.3542 Eh

***

<x> comes first in stability; the runner-up is 2.485 eV higher.

***

<w>
ORCA calculation (wB97M-V/def2-TZVPD) on a 2-piece molecular cluster, CH5NS overall.

Last column: natural (NBO) charge in e.
CARTESIAN COORDINATES (ANGSTROEM)
1 S 0.897 -0.852 0.081  0.156
2 N -1.588 -0.866 -0.126  -0.799
3 C 1.003 0.946 0.105  -0.764
4 H 0.053 1.068 0.778  0.259
5 H -1.664 -1.633 0.557  0.346
6 H 1.921 1.136 0.597  0.227
7 H -1.524 -1.228 -1.150  0.358
8 H 0.901 1.428 -0.842  0.217

LUMO level   -0.049 Eh
Kohn-Sham gap   0.2828 Eh

***

<x>
ORCA calculation (wB97M-V/def2-TZVPD) on a 2-piece molecular cluster, CH5NS overall.

Last column: natural (NBO) charge in e.
CARTESIAN COORDINATES (ANGSTROEM)
1 S -1.599 0.291 1.900  -0.256
2 N 1.580 -0.082 -1.088  -0.598
3 C 0.444 -0.540 -1.325  -0.035
4 H -0.436 0.038 -1.308  0.137
5 H 1.583 0.837 -0.592  0.340
6 H 0.160 -1.484 -1.788  0.155
7 H -0.634 -0.472 1.909  0.121
8 H -1.099 1.411 2.291  0.137

LUMO level   0.032 Eh
SMILES   C=N.S
Kohn-Sham gap   0.3927 Eh

***

<x> comes first in stability; the runner-up is 1.544 eV higher.

***

<w>
ORCA calculation (wB97M-V/def2-TZVPD) on a 2-piece molecular cluster, C2H4O2 overall.

Last column: natural (NBO) charge in e.
CARTESIAN COORDINATES (ANGSTROEM)
1 O -1.708 0.457 -0.423  -0.272
2 O -1.764 -0.807 0.174  -0.260
3 C -0.781 0.046 0.476  0.332
4 C 1.184 -0.050 -0.336  -0.533
5 H -0.983 0.614 1.327  0.148
6 H 1.437 0.930 -0.401  0.193
7 H 1.697 -0.635 0.359  0.196
8 H 0.918 -0.554 -1.176  0.197

LUMO level   0.038 Eh
Kohn-Sham gap   0.4094 Eh

***

<x>
ORCA calculation (wB97M-V/def2-TZVPD) on an isolated molecule of C2H4O2.

Last column: natural (NBO) charge in e.
CARTESIAN COORDINATES (ANGSTROEM)
1 O 1.079 1.338 -0.001  -0.591
2 O 1.202 -0.899 -0.002  -0.686
3 C 0.523 0.268 -0.002  0.791
4 C -0.964 0.039 -0.001  -0.727
5 H -1.252 -0.560 -0.870  0.241
6 H 2.144 -0.659 0.005  0.495
7 H -1.251 -0.525 0.892  0.241
8 H -1.481 0.998 -0.021  0.238

LUMO level   0.029 Eh
SMILES   CC(=O)O
Kohn-Sham gap   0.4199 Eh

***

<y>
ORCA calculation (wB97M-V/def2-TZVPD) on a 2-piece molecular cluster, C2H4O2 overall.

Last column: natural (NBO) charge in e.
CARTESIAN COORDINATES (ANGSTROEM)
1 O -0.029 0.882 0.199  -0.468
2 O 0.077 -0.972 0.257  -0.455
3 C -0.436 -1.977 -0.143  0.265
4 C 0.442 1.996 0.155  0.260
5 H -0.087 -2.921 0.338  0.089
6 H -0.032 2.921 0.562  0.105
7 H -1.275 -2.065 -0.874  0.104
8 H 1.340 2.135 -0.494  0.099

LUMO level   0.040 Eh
SMILES   C=O.C=O
Kohn-Sham gap   0.3634 Eh

***

<z>
ORCA calculation (wB97M-V/def2-TZVPD) on an isolated molecule of C2H4O2.

Last column: natural (NBO) charge in e.
CARTESIAN COORDINATES (ANGSTROEM)
1 O 0.879 1.438 -0.210  -0.594
2 O 1.184 -0.705 -0.674  -0.685
3 C -0.849 -0.064 0.411  -0.730
4 C 0.485 0.299 -0.130  0.784
5 H -1.464 -0.473 -0.392  0.243
6 H 1.985 -0.362 -1.104  0.502
7 H -0.783 -0.833 1.189  0.238
8 H -1.436 0.700 0.910  0.244

LUMO level   0.028 Eh
SMILES   CC(=O)O
Kohn-Sham gap   0.4132 Eh

***

<x> comes first in stability; the runner-up is 0.159 eV higher.

***

<w>
ORCA calculation (wB97M-V/def2-TZVPD) on an isolated molecule of C2H4O2.

Last column: natural (NBO) charge in e.
CARTESIAN COORDINATES (ANGSTROEM)
1 O 0.706 -1.507 -0.503  -0.586
2 O 0.938 -0.025 1.166  -0.691
3 C -0.693 0.490 -0.462  -0.730
4 C 0.376 -0.475 0.017  0.794
5 H -0.324 1.524 -0.496  0.241
6 H -1.099 0.175 -1.429  0.238
7 H 1.600 -0.677 1.431  0.494
8 H -1.505 0.495 0.276  0.241

LUMO level   0.029 Eh
SMILES   CC(=O)O
Kohn-Sham gap   0.4210 Eh

***

<x>
ORCA calculation (wB97M-V/def2-TZVPD) on an isolated molecule of C2H4O2.

Last column: natural (NBO) charge in e.
CARTESIAN COORDINATES (ANGSTROEM)
1 O -0.133 0.822 -0.042  -0.497
2 O 1.644 -0.580 -0.025  -0.581
3 C -0.963 -0.338 -0.007  -0.278
4 C 1.163 0.517 -0.009  0.644
5 H -0.734 -0.970 0.871  0.197
6 H -0.760 -0.943 -0.905  0.198
7 H 1.769 1.441 0.079  0.118
8 H -1.987 0.050 0.039  0.199

LUMO level   0.035 Eh
SMILES   COC=O
Kohn-Sham gap   0.4347 Eh

***

<w> comes first in stability; the runner-up is 0.764 eV higher.

***

<w>
ORCA calculation (wB97M-V/def2-TZVPD) on an isolated molecule of C2H4O2.

Last column: natural (NBO) charge in e.
CARTESIAN COORDINATES (ANGSTROEM)
1 O -1.241 0.046 0.218  -0.478
2 O 0.710 -0.981 1.044  -0.675
3 C -0.223 0.282 -0.786  -0.170
4 C 0.054 0.186 0.641  0.328
5 H 0.309 1.121 1.244  0.170
6 H -0.416 1.233 -1.183  0.191
7 H 0.202 -0.446 -1.436  0.176
8 H 0.606 -1.442 0.259  0.458

LUMO level   0.037 Eh
SMILES   O[C@H]1CO1
Kohn-Sham gap   0.4275 Eh

***

<x>
ORCA calculation (wB97M-V/def2-TZVPD) on an isolated molecule of C2H4O2.

Last column: natural (NBO) charge in e.
CARTESIAN COORDINATES (ANGSTROEM)
1 O -0.278 -1.002 1.584  -0.575
2 O -0.644 0.038 -0.412  -0.516
3 C -0.845 -0.901 0.529  0.651
4 C 0.609 0.739 -0.441  -0.269
5 H 0.883 0.756 -1.497  0.194
6 H -1.608 -1.611 0.180  0.120
7 H 0.512 1.770 -0.081  0.193
8 H 1.372 0.210 0.137  0.204

LUMO level   0.035 Eh
SMILES   COC=O
Kohn-Sham gap   0.4340 Eh

***

<x> comes first in stability; the runner-up is 1.636 eV higher.